Record 1
# C18H41OP3SY

A structure of composition C18H41OP3SY in a non-equilibrium geometry (ωB97M-V with the def2-TZVPD basis set, OMol25).

Geometry (Å):
Y 0.316 0.884 0.262
P -1.057 -1.648 -0.157
P 2.082 -0.951 1.470
P -1.216 1.103 -2.151
H 7.291 3.299 -2.559
C 6.675 4.143 -2.878
C 6.242 5.024 -1.971
H 6.471 4.870 -0.912
C -0.365 -2.867 -1.346
C -1.200 -2.722 1.316
C -2.828 -1.714 -0.631
C 3.550 0.080 1.848
C 1.883 -1.855 3.055
C 2.896 -2.273 0.489
C -0.640 2.575 -3.074
C -3.020 1.416 -2.246
C -1.023 -0.168 -3.470
H 6.461 4.215 -3.941
H 5.687 5.920 -2.241
H -1.034 -3.741 -1.389
H 0.637 -3.170 -1.020
H -0.276 -2.418 -2.343
H -1.871 -3.559 1.079
H -1.623 -2.147 2.148
H -0.221 -3.114 1.611
H -3.165 -2.757 -0.542
H -2.995 -1.377 -1.658
H -3.418 -1.089 0.052
H 4.232 -0.502 2.485
H 3.241 0.996 2.375
H 4.057 0.374 0.919
H 2.522 -2.749 3.082
H 0.840 -2.160 3.190
H 2.156 -1.193 3.885
H 3.816 -2.574 1.011
H 3.147 -1.890 -0.507
H 2.242 -3.147 0.376
H -1.169 2.647 -4.038
H 0.444 2.524 -3.239
H -0.842 3.471 -2.468
H -3.337 1.561 -3.288
H -3.252 2.325 -1.680
H -3.593 0.592 -1.811
H -1.312 0.264 -4.440
H -1.642 -1.055 -3.285
H 0.031 -0.475 -3.512
C 3.162 2.464 -1.276
C 3.255 1.746 -2.484
C 4.475 1.180 -2.876
C 5.640 1.459 -2.140
C 5.577 2.174 -0.940
C 4.363 2.754 -0.564
S 1.667 3.045 -0.604
H 1.385 -0.025 -1.118
H 2.340 1.601 -3.073
H 4.552 0.548 -3.768
H 6.622 1.233 -2.576
H 6.491 2.393 -0.379
H 4.294 3.498 0.225
C -2.976 0.628 2.040
O -1.525 0.877 1.861
H -3.505 0.898 1.114
H -3.333 1.259 2.867
H -3.136 -0.434 2.266
H -1.257 1.337 2.660

Atomic forces in eV per Å
Y -1.776 0.369 0.831
P -0.263 -1.422 -0.471
P 1.501 -0.966 0.441
P -0.606 0.378 -1.491
H 0.160 0.468 -0.223
C 0.194 -0.927 -0.458
C -0.100 0.411 0.685
H -0.062 0.248 -0.382
C 0.148 0.258 -0.088
C 0.171 0.211 0.321
C -0.153 0.417 -0.063
C -0.085 0.330 0.001
C -0.629 0.221 0.349
C -0.225 0.117 -0.436
C 0.212 0.239 0.145
C -0.201 0.059 0.524
C 0.275 -0.176 0.190
H 0.049 0.096 0.175
H 0.100 -0.140 0.018
H 0.297 0.260 0.007
H -0.297 -0.026 -0.131
H -0.017 -0.272 0.278
H 0.260 0.216 0.097
H 0.097 -0.248 -0.021
H -0.219 -0.004 -0.016
H 0.097 0.298 -0.044
H -0.006 -0.134 0.263
H 0.027 -0.261 -0.292
H -0.118 0.262 -0.219
H 0.244 -0.254 -0.023
H -0.073 -0.109 0.250
H -0.128 0.360 -0.121
H 0.295 -0.006 0.129
H -0.097 -0.163 -0.123
H -0.297 0.080 -0.122
H 0.012 -0.173 0.134
H 0.222 0.221 0.089
H 0.180 0.001 0.346
H -0.395 0.069 -0.081
H 0.053 -0.152 -0.287
H 0.214 -0.060 0.246
H -0.031 -0.122 -0.142
H 0.057 0.218 -0.132
H 0.061 -0.071 0.358
H 0.184 0.285 -0.083
H -0.249 -0.001 -0.141
C 0.384 0.609 1.327
C 0.240 -1.744 -0.831
C -0.677 0.281 -0.203
C 0.134 -0.311 -1.322
C -1.032 1.804 1.150
C 0.436 -0.343 -0.175
S 0.618 -0.054 -0.243
H 0.657 -0.552 -0.877
H 0.571 -0.022 0.150
H -0.127 0.484 0.263
H -0.487 -0.419 0.363
H -0.391 -0.158 -0.142
H 0.153 -0.404 0.209
C -0.300 0.074 -0.095
O 0.072 0.196 -0.233
H 0.363 -0.011 0.380
H 0.109 -0.310 -0.366
H 0.143 0.386 0.022
H 0.053 0.089 0.335

Computed properties:
total energy = -2245.1817 Ha
lowest unoccupied orbital energy (spin up / spin down) = -12.66 / -12.90 eV
net charge = +3

***

Record 2
# C4H13NO2

A cluster of 3 separate species, C4H13NO2 in total in a non-equilibrium geometry (ωB97M-V with the def2-TZVPD basis set, OMol25).

Geometry (Å):
C -1.541 -0.824 -0.909
C -0.376 -0.208 -0.738
N -0.212 1.199 -0.777
C 0.835 -1.015 -0.262
C 0.532 -2.447 0.219
H -1.676 -1.887 -1.046
H -2.542 -0.381 -0.919
H 0.518 1.478 -1.402
H -0.995 1.703 -0.413
H 1.323 -0.514 0.579
H 1.603 -1.008 -1.044
H -0.431 -2.519 0.718
H 0.570 -3.267 -0.507
H 1.375 -2.718 0.863
O 2.449 2.071 0.193
H 2.909 2.243 -0.635
H 1.531 1.854 -0.037
O -1.966 0.690 1.941
H -1.535 -0.062 1.460
H -2.213 1.210 1.170

Atomic forces in eV per Å
C -1.407 -0.157 -0.162
C 0.255 -0.554 0.660
N 0.230 -1.833 0.925
C -0.045 -0.248 -0.766
C 0.943 -0.265 -0.287
H 0.634 -0.200 0.648
H 0.559 0.689 -0.574
H -0.596 0.842 -0.299
H 0.243 0.894 -0.831
H -0.394 0.374 -0.136
H 0.050 -0.172 -0.003
H 0.175 0.055 0.357
H -0.282 0.519 -0.481
H -0.421 0.007 0.415
O 0.103 0.029 -0.056
H -0.054 0.004 0.081
H 0.183 0.031 0.310
O 0.598 -0.939 -0.993
H -0.412 0.584 0.881
H -0.361 0.341 0.311

Computed properties:
total energy = -365.3837 Ha
lowest unoccupied orbital energy = 0.65 eV
net charge = 0
energy relative to the best compared isomer or geometry (same formula, charge and spin) = 154.4 kJ/mol

***

Record 3
# C2H6N3S

The ion C2H6N3S with charge +1 in a non-equilibrium geometry (ωB97M-V with the def2-TZVPD basis set, OMol25).

Geometry (Å):
C 1.555 -0.325 0.045
C -0.714 -1.142 -0.617
N 0.278 -0.153 -0.128
N -1.975 0.979 0.066
N 2.276 0.437 0.769
S -2.343 -0.411 -0.606
H -0.623 -1.400 -1.734
H -0.643 -2.111 -0.121
H -0.200 0.641 0.338
H -2.867 1.496 0.172
H 1.961 1.399 1.110
H 3.295 0.590 0.705

Atomic forces in eV per Å
C -2.338 0.388 -0.234
C 1.172 -0.668 -2.303
N 0.265 -1.784 -0.443
N -0.839 0.715 0.450
N 2.548 3.469 1.258
S -0.687 -0.199 0.226
H 0.631 0.562 1.535
H -0.156 0.329 0.457
H -0.291 0.330 -0.223
H 0.725 -0.056 0.010
H -0.488 -1.803 -0.398
H -0.544 -1.284 -0.335

Computed properties:
total energy = -641.8632 Ha
expectation value of S² = 2.011
lowest unoccupied orbital energy (spin up / spin down) = -3.76 / -7.05 eV
net charge = +1
energy relative to the best compared isomer or geometry (same formula, charge and spin) = 0.0 kJ/mol
2S+1 = 3

***

Record 4
# C7H6Cl2S

The molecule C7H6Cl2S in a non-equilibrium geometry (ωB97M-V with the def2-TZVPD basis set, OMol25).

Geometry (Å):
C 2.310 0.512 1.275
C 1.803 -0.472 0.533
C 1.535 1.657 1.280
C 0.576 -0.268 -0.077
C -1.573 -0.726 -1.404
C -0.184 -0.961 -0.949
C -2.721 -0.087 -0.388
S 0.020 1.405 0.561
Cl -3.327 1.450 -0.611
Cl -2.232 -0.353 1.246
H 3.386 0.574 1.546
H 2.248 -1.480 0.334
H 1.706 2.538 1.736
H -1.692 -0.098 -2.199
H -1.916 -1.681 -1.792
H 0.062 -2.010 -1.089

Atomic forces in eV per Å
C 2.725 2.704 0.708
C -0.070 -4.449 -1.827
C -1.062 -2.807 -0.941
C -1.303 3.296 1.137
C -1.915 -0.239 2.129
C -0.779 -1.304 0.316
C 3.068 -2.224 -0.057
S 0.845 -0.901 -1.237
Cl -0.539 1.005 -0.691
Cl -1.098 -0.655 0.526
H -1.029 -0.355 0.319
H 0.036 1.153 0.358
H 0.775 2.764 1.500
H 0.204 1.979 -2.412
H -0.478 -0.100 0.300
H 0.621 0.134 -0.130

Computed properties:
total energy = -1588.7520 Ha
lowest unoccupied orbital energy (spin up / spin down) = -0.70 / -0.46 eV
net charge = 0
energy relative to the best compared isomer or geometry (same formula, charge and spin) = 125.9 kJ/mol

***

Record 5
# C47H63BFeN4O3P3

A structure of composition C47H63BFeN4O3P3 in a non-equilibrium geometry (ωB97M-V with the def2-TZVPD basis set, OMol25).

Geometry (Å):
Fe 0.269 0.129 -0.553
C 0.212 3.899 -2.806
C 0.674 4.393 -1.427
C -0.496 5.115 -0.761
C 1.818 5.380 -1.699
P 1.084 2.824 -0.356
C 2.771 2.568 -1.081
N 3.136 1.218 -0.798
B 2.260 0.110 -0.745
N 3.087 -1.031 -0.786
C 2.621 -2.374 -0.875
P 1.013 -2.461 0.057
C 1.721 -2.709 1.836
C 0.521 -2.676 2.785
C 2.621 -1.507 2.132
C 2.551 -3.965 2.113
C 0.600 -4.266 -0.540
C -0.361 -4.936 0.442
C 1.764 -5.216 -0.843
C -0.151 -4.068 -1.854
C 4.407 -0.643 -0.723
C 5.577 -1.369 -0.598
C 6.765 -0.674 -0.423
C 6.789 0.714 -0.402
C 5.629 1.453 -0.571
C 4.436 0.769 -0.722
C 1.650 3.516 1.377
C 2.474 4.806 1.424
C 0.411 3.737 2.247
C 2.492 2.409 2.016
H -0.847 3.667 -2.793
H 0.758 3.014 -3.129
H 0.372 4.681 -3.548
H -0.981 5.787 -1.468
H -0.168 5.703 0.091
H -1.229 4.383 -0.425
H 1.402 6.244 -2.220
H 2.571 4.940 -2.348
H 2.302 5.748 -0.806
H 3.496 3.280 -0.682
H 2.712 2.709 -2.167
H 3.349 -3.079 -0.469
H 2.426 -2.633 -1.923
H -0.147 -1.865 2.511
H 0.856 -2.515 3.808
H -0.035 -3.608 2.762
H 2.127 -0.590 1.832
H 3.571 -1.578 1.608
H 2.834 -1.461 3.200
H 1.959 -4.873 2.066
H 2.952 -3.892 3.125
H 3.398 -4.048 1.437
H 0.156 -5.320 1.316
H -0.855 -5.777 -0.045
H -1.130 -4.236 0.762
H 2.432 -5.367 -0.005
H 2.339 -4.883 -1.702
H 1.334 -6.186 -1.096
H 0.421 -3.488 -2.576
H -1.081 -3.557 -1.646
H -0.383 -5.036 -2.300
H 5.572 -2.448 -0.617
H 7.686 -1.222 -0.290
H 7.726 1.226 -0.238
H 5.661 2.533 -0.560
H 1.870 5.679 1.190
H 3.348 4.778 0.776
H 2.838 4.934 2.445
H -0.150 4.615 1.938
H 0.717 3.885 3.283
H -0.244 2.875 2.212
H 3.471 2.319 1.554
H 1.981 1.458 1.934
H 2.639 2.630 3.072
O 0.263 0.409 1.270
C -0.710 0.690 2.091
C -0.525 0.509 3.467
C -1.526 0.770 4.383
C -2.745 1.262 3.942
C -2.969 1.458 2.597
C -1.986 1.166 1.630
C -2.245 1.360 0.259
N -1.376 1.339 -0.772
C -1.844 1.684 -2.003
C -3.066 2.208 -2.246
N -3.625 1.170 -0.194
H 0.435 0.145 3.794
H -1.359 0.586 5.433
H -3.522 1.499 4.650
H -3.921 1.885 2.300
H -1.141 1.517 -2.804
H -3.402 2.486 -3.229
H -4.270 1.141 0.597
O -0.122 -0.946 -4.370
C -0.343 -0.790 -3.184
O 0.493 -0.310 -2.345
C -1.749 -1.218 -2.677
P -1.999 -1.057 -0.841
C -3.619 -0.138 -0.855
C -4.784 -0.622 -1.389
C -6.008 0.020 -1.574
C -6.288 1.398 -1.538
C -5.438 2.437 -1.355
C -3.982 2.350 -1.070
C -2.892 -2.636 -0.407
C -3.134 -2.774 0.958
C -3.944 -3.786 1.437
C -4.517 -4.688 0.559
C -4.263 -4.577 -0.797
C -3.459 -3.560 -1.279
H -1.892 -2.244 -3.018
H -2.489 -0.601 -3.194
H -4.759 -1.655 -1.708
H -6.833 -0.619 -1.859
H -7.321 1.659 -1.730
H -5.828 3.442 -1.404
H -3.702 3.238 -0.477
H -2.677 -2.069 1.640
H -4.136 -3.869 2.496
H -5.161 -5.472 0.925
H -4.706 -5.275 -1.492
H -3.292 -3.500 -2.345

Atomic forces in eV per Å
Fe 0.270 -0.691 0.923
C -0.034 -0.092 0.134
C -0.213 -0.294 0.126
C 0.176 -0.059 -0.010
C -0.010 -0.192 0.243
P 1.778 2.102 -0.130
C -0.249 0.185 -0.081
N 0.181 0.390 0.080
B -0.337 0.275 -0.160
N 0.090 -0.438 -0.036
C -0.278 -0.116 -0.099
P 1.830 -1.626 0.234
C -0.250 0.243 -0.106
C -0.005 0.009 -0.180
C -0.092 0.067 -0.176
C -0.207 0.099 -0.236
C -0.549 0.355 -0.090
C 0.081 0.173 0.029
C 0.077 0.353 0.174
C 0.038 0.212 0.096
C 0.400 0.398 -0.050
C -0.190 -0.118 0.013
C 0.162 0.111 0.028
C 0.248 -0.130 0.026
C -0.240 0.116 -0.043
C 0.461 -0.381 -0.025
C -0.244 -0.127 -0.142
C -0.165 -0.171 -0.150
C 0.014 -0.033 -0.159
C -0.095 -0.073 -0.121
H 0.006 -0.011 -0.087
H 0.037 -0.104 -0.163
H 0.009 0.050 -0.049
H -0.044 0.091 -0.090
H -0.025 0.070 0.130
H -0.247 0.016 0.094
H -0.057 0.026 -0.089
H 0.099 -0.013 -0.057
H 0.074 0.048 0.075
H 0.008 -0.039 0.001
H 0.053 0.139 0.097
H -0.053 0.027 -0.008
H 0.063 -0.103 0.106
H -0.145 0.059 0.091
H 0.066 0.028 0.161
H -0.131 -0.108 -0.013
H 0.101 0.137 0.131
H 0.097 0.002 -0.001
H -0.018 -0.049 0.150
H 0.013 -0.124 -0.030
H 0.019 0.066 0.110
H 0.094 -0.054 -0.022
H -0.010 -0.036 0.121
H -0.049 -0.097 -0.085
H -0.088 -0.118 0.071
H 0.133 -0.036 0.100
H 0.108 0.010 -0.076
H -0.081 -0.075 -0.042
H 0.061 0.053 -0.144
H -0.022 -0.059 -0.181
H -0.044 -0.107 -0.053
H -0.013 -0.130 0.007
H 0.069 -0.052 -0.021
H 0.058 0.036 -0.054
H -0.018 0.073 -0.012
H 0.020 0.104 -0.073
H 0.068 0.038 -0.047
H 0.013 -0.022 0.114
H -0.102 0.076 -0.037
H 0.025 0.022 0.120
H -0.101 0.114 0.113
H 0.154 -0.020 -0.078
H 0.086 -0.144 0.084
H 0.033 0.104 0.141
O -0.951 -0.024 2.030
C 0.279 -0.100 -1.472
C -0.172 -0.034 0.900
C 0.799 -0.229 -0.650
C -0.752 0.291 -0.391
C -0.093 -0.100 0.376
C 0.516 -0.201 0.731
C 1.155 -0.136 -2.219
N -1.932 1.105 3.180
C -1.315 0.640 -1.937
C 0.875 -0.207 0.800
N 0.063 0.078 0.434
H 0.149 -0.053 0.000
H 0.063 0.036 0.126
H -0.132 0.052 0.077
H -0.013 0.027 0.013
H 0.003 0.005 -0.025
H 0.027 0.031 -0.134
H -0.013 0.044 -0.138
O 0.190 0.051 -0.101
C -1.179 -0.739 -0.789
O 0.550 0.364 -0.599
C 0.538 0.063 0.075
P -2.561 -1.590 -1.096
C 1.002 -0.955 0.403
C -0.432 0.502 0.216
C 0.039 -0.621 -0.099
C 0.278 0.164 -0.029
C 0.021 0.361 0.277
C -0.522 0.578 -1.152
C 0.401 0.138 0.147
C 0.026 -0.051 -0.150
C -0.003 0.071 0.146
C -0.062 -0.119 -0.034
C -0.069 -0.112 -0.037
C 0.177 0.064 0.047
H 0.030 0.138 -0.007
H 0.097 -0.125 0.091
H 0.002 -0.012 0.067
H -0.015 -0.041 -0.066
H -0.058 0.084 0.018
H -0.053 0.136 0.188
H 0.167 0.013 -0.094
H -0.009 0.118 0.165
H 0.005 -0.015 0.151
H -0.048 -0.090 0.053
H -0.051 -0.095 -0.050
H 0.014 0.060 -0.061

Computed properties:
total energy = -4586.0268 Ha
expectation value of S² = 1.145
lowest unoccupied orbital energy (spin up / spin down) = -1.38 / -1.39 eV
net charge = 0
2S+1 = 2

***

Record 6
# C16H16N7O2SW

A structure of composition C16H16N7O2SW (ωB97M-V with the def2-TZVPD basis set, OMol25).

Geometry (Å):
W -0.379 0.640 0.104
N -1.186 -2.421 3.338
C -0.698 -1.528 2.465
S -1.824 -0.658 1.425
N 0.575 -1.266 2.403
N 0.814 -0.458 1.344
C 1.685 0.541 1.335
C 1.797 1.164 0.062
C 2.468 2.455 -0.110
C 3.335 2.778 -1.075
C 3.777 1.923 -2.172
C 3.042 0.993 -2.777
N 1.405 0.306 -1.034
H -2.173 -2.570 3.436
H -0.550 -2.931 3.926
H 2.171 0.909 2.233
H 2.275 3.170 0.681
H 3.804 3.753 -1.012
H 4.786 2.094 -2.528
H 3.468 0.422 -3.592
N -1.959 2.171 0.527
N -2.970 2.023 -0.454
C -2.491 1.603 -1.698
O -3.109 1.717 -2.710
O -1.269 1.045 -1.598
H -2.351 1.978 1.445
H -1.590 3.121 0.537
H -3.680 2.741 -0.485
C 1.591 0.731 -2.460
C 0.998 -0.353 -3.334
C 1.582 -1.618 -3.340
C 1.053 -2.632 -4.117
C -0.065 -2.376 -4.908
C -0.641 -1.110 -4.920
C -0.110 -0.104 -4.130
C -0.623 -3.429 -5.715
N -1.069 -4.273 -6.352
H 1.016 1.652 -2.577
H 1.724 -0.654 -0.906
H 2.472 -1.819 -2.752
H 1.502 -3.616 -4.123
H -1.507 -0.920 -5.540
H -0.576 0.872 -4.126

Atomic forces in eV per Å
W -0.174 -0.107 0.074
N -0.008 -0.007 -0.004
C 0.026 0.025 -0.011
S -0.016 -0.010 0.045
N -0.018 -0.008 0.013
N 0.039 0.017 -0.035
C 0.014 -0.025 -0.028
C -0.016 0.068 0.009
C 0.009 -0.015 -0.022
C 0.008 0.008 -0.006
C 0.017 0.000 -0.004
C -0.026 0.007 0.014
N 0.035 -0.037 -0.049
H 0.001 0.001 0.001
H -0.001 0.001 0.002
H -0.016 0.017 0.002
H -0.007 0.001 -0.001
H -0.003 0.001 0.005
H -0.001 -0.002 0.000
H 0.004 -0.004 0.002
N -0.006 -0.003 -0.002
N 0.013 0.018 0.000
C 0.013 0.038 -0.004
O 0.013 -0.005 -0.016
O 0.049 0.014 0.043
H 0.002 0.004 0.001
H 0.000 -0.001 0.000
H -0.006 -0.008 -0.001
C 0.016 -0.016 -0.012
C 0.001 -0.001 0.013
C -0.010 0.006 -0.012
C 0.008 -0.009 0.004
C -0.003 0.000 -0.001
C -0.007 -0.003 -0.005
C 0.007 0.004 0.001
C 0.003 0.006 0.005
N 0.000 -0.001 -0.001
H 0.010 0.012 0.001
H 0.032 0.010 -0.016
H 0.001 0.001 0.000
H -0.001 0.000 0.000
H 0.000 0.005 0.001
H -0.002 -0.005 -0.009

Computed properties:
total energy = -1618.1068 Ha
lowest unoccupied orbital energy = -4.34 eV
net charge = +1
energy relative to the best compared isomer or geometry (same formula, charge and spin) = 0.6 kJ/mol